# 1
An isolated molecule of C7H8N2O2 in a non-equilibrium geometry, computed with wB97M-V/def2-TZVPD.

Its structure (SMILES) is Cc1cc([N+](=O)[O-])ccc1N. As for the HOMO energy: -0.3077 Eh. The electronic energy comes out at -14455.9996 eV. The calculation puts the relative energy (zero: lowest compared OMol25 entry of this formula, charge and spin) at 195.1 kcal per mole. The value obtained for the HOMO-LUMO gap is 8.403 eV. For the LUMO energy, the calculation gives 0.030 eV.

Atoms and positions in Å:
C  -1.7246  1.6156  0.2950
C  -0.5080  0.6912  0.2501
C  0.8478  1.0254  0.0609
C  1.6682  -0.0206  0.0435
C  1.3708  -1.3766  0.3001
C  0.0202  -1.7207  0.1548
C  -0.9706  -0.6453  -0.1713
H  -1.6899  2.7918  0.2071
H  -2.2295  1.5394  1.2678
H  -2.2759  1.4355  -0.7739
H  1.2586  1.9981  -0.2670
H  2.3293  -1.8996  0.9075
H  -0.3699  -2.7942  -0.0769
H  -3.1756  -0.1403  -0.3041
H  -2.9433  -1.8096  -0.8551
N  -2.2954  -1.0256  -0.5278
N  3.2219  0.0179  -0.0138
O  3.5609  1.1939  -0.5396
O  3.9049  -0.8761  0.0426

# 2
A structure of composition C7H8N2O4SSn in a non-equilibrium geometry, computed with wB97M-V/def2-TZVPD.

As for the HOMO energy: -0.6250 Eh. The total charge is +2. The electronic energy comes out at -35207.2639 eV. The calculation puts the relative energy (zero: lowest compared OMol25 entry of this formula, charge and spin) at 0.0 kcal per mole. The value obtained for the HOMO-LUMO gap is 9.124 eV. For the LUMO energy, the calculation gives -7.885 eV.

Atoms and positions in Å:
Sn  -0.1322  0.2754  0.0672
O  -2.2499  -2.5919  1.1478
C  -1.6914  -1.6342  0.8629
C  1.7801  2.0313  -0.9072
O  2.3401  2.9882  -1.1917
C  -1.3829  0.3266  -2.2895
O  -1.7264  -0.0090  -3.3216
C  1.0426  0.3382  2.4692
O  1.6613  0.0128  3.3658
H  2.2280  -2.8426  -1.1132
H  2.6089  -2.2300  -1.3075
S  -1.2508  2.3621  0.6353
C  -2.7315  1.7568  1.3427
N  -3.8501  1.4777  0.6668
C  -4.9062  1.0165  1.5553
C  -4.2497  1.0419  2.9254
N  -2.9101  1.5186  2.6466
H  -3.9784  1.7223  -0.3079
H  -5.1813  0.0022  1.2649
H  -5.7832  1.6643  1.5050
H  -4.1800  0.0395  3.3482
H  -4.7731  1.6996  3.6224
H  -2.2235  1.7860  3.3505

# 3
An isolated molecule of C7H8N2S2 in a non-equilibrium geometry, computed with wB97M-V/def2-TZVPD.

As for the HOMO energy: -0.2787 Eh. The electronic energy comes out at -32035.7497 eV. The calculation puts the relative energy (zero: lowest compared OMol25 entry of this formula, charge and spin) at 80.0 kcal per mole. The value obtained for the HOMO-LUMO gap is 7.518 eV. For the LUMO energy, the calculation gives -0.066 eV.

Atoms and positions in Å:
C  0.3858  1.5740  0.2117
C  1.0413  0.3980  0.0504
C  -1.5710  0.5077  0.3160
C  -1.9738  -1.6264  0.0290
C  -3.2465  -1.1751  -0.0179
C  1.1526  2.8736  -0.1054
C  2.2472  -2.0219  -0.3491
N  -0.9266  1.6486  0.3146
N  -0.9823  -0.6725  0.2077
S  -3.3654  0.5097  0.2434
S  2.0976  -0.6204  0.8451
H  -1.6206  -2.5829  0.2147
H  -4.1893  -1.8420  -0.0532
H  0.7456  3.7115  -0.8508
H  1.1171  3.4502  0.8907
H  2.1875  2.6368  -0.2551
H  3.0316  -1.6329  -1.0441
H  1.1894  -2.2002  -0.7692
H  2.6797  -2.9358  0.1216

# 4
The ion C7H8N3 with charge +1 in a non-equilibrium geometry, computed with wB97M-V/def2-TZVPD.

Its structure (SMILES) is N#[N+]C1=CC=C[C@@H]2[C@@H](N)[C@H]12. As for the HOMO energy: -0.4585 Eh. The total charge is +1. The electronic energy comes out at -11848.2164 eV. The calculation puts the relative energy (zero: lowest compared OMol25 entry of this formula, charge and spin) at 62.3 kcal per mole. The value obtained for the HOMO-LUMO gap is 6.796 eV. For the LUMO energy, the calculation gives -5.679 eV.

Atoms and positions in Å:
C  -0.8819  -1.5693  -0.3218
C  0.2158  -0.9356  -0.7799
C  -1.7990  -1.0823  0.6017
C  0.2110  0.5680  -0.6453
C  -1.8482  0.3513  0.8317
C  -0.7811  1.1237  0.2667
C  1.2797  -0.1206  0.0699
N  -0.4179  3.4197  0.7963
N  2.6715  -0.0638  -0.1242
N  -0.6895  2.3509  0.6265
H  -1.0991  -2.5314  -0.8247
H  0.6925  -1.4598  -1.6555
H  -2.6837  -1.5695  0.8503
H  0.4843  1.1588  -1.5865
H  -2.5630  0.8458  1.4552
H  0.9364  -0.2531  1.0610
H  3.2088  -0.9164  0.0869
H  3.0635  0.6838  -0.7084

# 5
A cluster of 2 separate species, C7H8N4 in total in a non-equilibrium geometry, computed with wB97M-V/def2-TZVPD.

As for the HOMO energy: -0.2958 Eh. The electronic energy comes out at -13343.6339 eV. The calculation puts the relative energy (zero: lowest compared OMol25 entry of this formula, charge and spin) at 127.8 kcal per mole. The value obtained for the HOMO-LUMO gap is 7.933 eV. For the LUMO energy, the calculation gives -0.115 eV.

Atoms and positions in Å:
C  -1.5687  -0.2787  -0.0374
C  -0.9496  -1.5887  -0.0293
C  0.4528  -1.6908  -0.1310
C  1.3938  -0.6378  -0.1922
C  0.6789  0.5017  -0.0690
C  -0.7018  2.3082  0.0191
C  -0.7566  0.7876  -0.0295
H  -3.4526  -0.8426  -0.6180
H  -3.4318  -0.1208  0.9864
H  -1.5675  -2.5146  -0.3149
H  0.8585  -2.8141  -0.3653
H  3.3898  -0.1978  1.2693
H  3.5421  -1.4632  -0.3020
H  2.2377  1.7348  0.2079
H  -1.5745  2.8141  0.0185
N  -3.0957  0.0964  -0.0381
N  2.8177  -0.5305  0.0371
N  1.2560  1.7021  -0.2209
N  0.4716  2.7349  -0.1908

# 6
A cluster of 2 separate species, C7H8N4O in total in a non-equilibrium geometry, computed with wB97M-V/def2-TZVPD.

Its structure (SMILES) is O=C(n1ccnc1)n1ccnc1.[H][H]. As for the HOMO energy: -0.3584 Eh. The electronic energy comes out at -15394.6758 eV. The calculation puts the relative energy (zero: lowest compared OMol25 entry of this formula, charge and spin) at 50.7 kcal per mole. The value obtained for the HOMO-LUMO gap is 9.613 eV. For the LUMO energy, the calculation gives -0.141 eV.

Atoms and positions in Å:
C  2.7220  -1.4203  -0.0059
C  -2.6086  -1.6056  -0.5937
C  1.4533  -1.0634  0.3189
C  -1.2996  -1.3611  -0.5777
C  2.3897  0.2740  -1.1388
C  -2.4390  0.5078  -0.3418
C  0.0016  0.7809  -0.6767
N  3.3080  -0.5617  -0.8882
N  -3.3166  -0.4381  -0.4656
N  1.1356  -0.0173  -0.5744
N  -1.1321  0.0292  -0.4138
O  -0.0085  2.0060  -0.8387
H  3.3840  -2.1976  0.3593
H  -3.1412  -2.5428  -0.8905
H  0.7713  -1.6092  0.8813
H  -0.3851  -2.0666  -0.5772
H  2.6231  1.1121  -1.8195
H  -2.7350  1.5761  -0.4962
H  -0.3308  1.8904  2.0600
H  -0.7662  1.4801  2.5219